# C16H20N4O4

C16H20N4O4 in the gas phase in a non-equilibrium geometry (the ωB97M-V functional and the def2-TZVPD basis, the OMol25 dataset).

CARTESIAN COORDINATES (ANGSTROEM)
N (0.321, -2.076, -1.346)
C (-1.105, -2.334, -1.126)
O (-1.663, -3.271, -0.605)
C (-1.895, -1.221, -1.850)
C (-3.108, -0.483, -0.996)
C (-2.643, 0.007, 0.422)
N (-1.488, 0.820, 0.411)
C (-1.326, 1.985, -0.243)
O (-2.306, 2.526, -0.786)
C (0.097, 2.682, -0.369)
N (0.005, 4.069, -0.626)
C (1.018, 2.611, 0.889)
C (1.590, 1.321, 1.229)
C (1.265, 0.596, 2.342)
N (1.776, -0.614, 2.305)
C (2.383, -0.906, 1.087)
C (2.965, -2.085, 0.683)
C (3.402, -2.125, -0.650)
C (3.163, -0.969, -1.563)
C (2.654, 0.222, -1.085)
C (2.223, 0.248, 0.317)
C (-2.513, -1.054, 1.480)
O (-1.532, -1.307, 2.116)
O (-3.602, -1.809, 1.676)
H (0.663, -1.042, -1.355)
H (1.189, -2.577, -0.832)
H (-2.395, -1.634, -2.738)
H (-1.129, -0.425, -2.207)
H (-3.517, 0.391, -1.441)
H (-3.875, -1.247, -0.790)
H (-3.558, 0.642, 0.654)
H (-0.752, 0.406, 1.064)
H (0.601, 2.453, -1.357)
H (-0.725, 4.420, 0.178)
H (-0.486, 4.190, -1.676)
H (1.694, 3.460, 0.645)
H (0.480, 3.035, 1.674)
H (0.620, 0.726, 3.249)
H (1.807, -1.340, 3.062)
H (3.198, -2.766, 1.452)
H (3.720, -3.066, -1.139)
H (3.375, -1.118, -2.663)
H (2.627, 1.130, -1.693)
H (-3.217, -2.471, 2.204)

ΔE to the lowest compared entry with this formula, charge and spin: 4.071 eV
Largest force on an atom: 0.1090 Eh/bohr
HOMO level: -0.307 Eh
LUMO: 0.547 eV
Energy: -31065.54904 eV
Frontier orbital gap: 8.890 eV
SMILES: NC(=O)CC[C@H](NC(=O)[C@@H](N)Cc1c[nH]c2ccccc12)C(=O)O
Total charge: 0

# C22H50O3P2ReS

C22H50O3P2ReS as an isolated structure in a non-equilibrium geometry (the ωB97M-V functional and the def2-TZVPD basis, the OMol25 dataset).

CARTESIAN COORDINATES (ANGSTROEM)
Re (-0.043, -0.108, 0.005)
C (1.829, -0.331, -0.604)
O (2.947, -0.437, -0.937)
C (-1.973, 0.093, -0.258)
O (-3.139, 0.251, -0.371)
P (0.155, 2.243, -0.836)
C (-0.164, 2.334, -2.672)
H (-0.307, 3.411, -2.848)
C (-1.107, 3.523, -0.207)
H (-1.932, 2.873, 0.157)
C (1.822, 3.134, -0.913)
H (2.434, 2.414, -1.486)
C (1.522, -3.341, 1.025)
P (-0.044, -2.461, 0.497)
H (-0.726, -4.377, -0.931)
H (2.187, -3.118, 0.175)
C (-1.424, -3.349, 1.402)
H (-1.088, -4.393, 1.312)
C (-0.601, 4.368, 0.972)
H (-1.461, 4.857, 1.458)
H (0.068, 5.170, 0.624)
H (-0.086, 3.782, 1.739)
C (-1.694, 4.504, -1.242)
H (-0.910, 5.135, -1.694)
H (-2.383, 5.175, -0.701)
H (-2.272, 4.027, -2.045)
C (1.805, 4.461, -1.686)
H (1.440, 4.377, -2.711)
H (2.845, 4.816, -1.761)
H (1.225, 5.234, -1.165)
C (2.535, 3.355, 0.416)
H (3.478, 3.883, 0.223)
H (2.777, 2.418, 0.919)
H (1.944, 3.965, 1.099)
C (1.053, 1.915, -3.530)
H (1.718, 2.772, -3.783)
H (0.667, 1.516, -4.480)
H (1.697, 1.158, -3.033)
C (-1.486, 1.655, -3.066)
H (-1.426, 0.558, -3.063)
H (-1.745, 1.955, -4.093)
H (-2.319, 1.922, -2.400)
C (1.341, -4.852, 1.178)
H (0.823, -5.312, 0.328)
H (0.821, -5.096, 2.118)
H (2.349, -5.288, 1.234)
C (2.180, -2.765, 2.270)
H (1.539, -2.829, 3.155)
C (-1.311, -2.527, -1.889)
H (2.498, -1.725, 2.151)
H (3.076, -3.353, 2.501)
C (1.023, -3.486, -1.926)
H (-0.999, -1.465, -1.792)
H (-1.278, -2.725, -2.976)
H (-2.344, -2.605, -1.512)
C (-0.297, -3.369, -1.129)
H (0.767, -3.648, -2.983)
H (1.637, -4.333, -1.592)
H (1.647, -2.572, -1.880)
C (-2.803, -3.236, 0.754)
H (-3.124, -2.192, 0.633)
H (-3.521, -3.741, 1.409)
H (-2.865, -3.748, -0.209)
C (-1.526, -2.987, 2.878)
H (-1.775, -1.926, 3.025)
H (-0.624, -3.237, 3.447)
H (-2.351, -3.576, 3.303)
H (0.620, -0.669, -2.616)
H (-0.006, -0.356, -2.949)
C (0.549, -0.184, 3.471)
S (0.017, 0.772, 2.018)
C (-1.642, 1.189, 2.678)
O (0.817, 2.025, 2.355)
H (0.237, 0.461, 4.308)
H (1.643, -0.249, 3.434)
H (0.109, -1.185, 3.552)
H (-2.063, 0.362, 3.256)
H (-1.398, 2.043, 3.314)
H (-2.345, 1.487, 1.899)

ΔE to the lowest compared entry with this formula, charge and spin: 1.068 eV
Largest force on an atom: 0.1639 Eh/bohr
HOMO level (alpha / beta): -0.814 / -0.810 Eh
Multiplicity: 4
<S²>: 3.776
LUMO (alpha / beta): -15.672 / -17.970 eV
Energy: -61260.10862 eV
Frontier orbital gap (alpha / beta): 6.485 / 4.066 eV
Total charge: +4

# C52H35I4IrN6O2

C52H35I4IrN6O2 as an isolated structure in a non-equilibrium geometry (the ωB97M-V functional and the def2-TZVPD basis, the OMol25 dataset).

CARTESIAN COORDINATES (ANGSTROEM)
Ir (0.159, -0.374, 0.422)
I (4.548, 8.332, 3.799)
C (4.089, 6.396, 3.150)
C (4.538, 5.297, 3.877)
C (4.174, 4.028, 3.490)
C (3.340, 3.826, 2.373)
C (2.950, 4.954, 1.621)
C (3.319, 6.222, 2.002)
C (2.898, 2.540, 1.979)
C (2.014, 2.270, 0.785)
C (2.860, 1.545, -0.220)
C (3.336, 0.404, 0.285)
C (0.787, 1.451, 1.036)
C (-0.029, 2.466, 1.759)
C (0.336, 3.234, 2.993)
C (0.590, 2.556, 4.182)
C (0.931, 3.252, 5.328)
C (0.980, 4.640, 5.292)
I (1.669, 5.700, 6.969)
C (0.617, 5.329, 4.146)
C (0.289, 4.622, 3.000)
C (-1.369, 1.853, 1.951)
N (-1.395, 0.530, 1.762)
C (-2.312, -0.029, 2.608)
C (-2.186, -1.365, 3.008)
C (-3.211, -1.925, 3.901)
C (-2.855, -2.540, 5.104)
C (-3.824, -3.007, 5.975)
C (-5.163, -2.888, 5.632)
I (-6.633, -3.654, 6.926)
C (-5.540, -2.277, 4.445)
C (-4.566, -1.781, 3.598)
C (-1.009, -2.099, 2.733)
C (-0.780, -3.490, 2.991)
C (0.505, -3.774, 2.610)
C (1.086, -2.540, 2.180)
N (0.144, -1.555, 2.237)
C (2.448, -2.222, 1.861)
C (2.911, -0.942, 2.399)
C (2.974, -0.591, 3.751)
C (3.228, 0.772, 3.841)
C (3.219, 1.280, 2.535)
N (3.136, 0.192, 1.670)
C (3.309, -3.066, 1.095)
C (4.695, -2.812, 1.044)
C (5.534, -3.577, 0.261)
C (5.007, -4.604, -0.513)
I (6.264, -5.701, -1.789)
C (3.646, -4.893, -0.468)
C (2.812, -4.138, 0.328)
C (-3.025, 1.042, 3.239)
C (-2.416, 2.207, 2.851)
N (0.649, 2.773, 0.456)
H (5.167, 5.444, 4.745)
H (4.535, 3.171, 4.043)
H (2.347, 4.811, 0.734)
H (3.008, 7.082, 1.426)
H (3.069, 1.917, -1.210)
H (3.944, -0.314, -0.246)
H (0.553, 1.473, 4.190)
H (1.148, 2.724, 6.247)
H (0.592, 6.411, 4.141)
H (0.004, 5.154, 2.102)
H (-1.811, -2.617, 5.378)
H (-3.543, -3.448, 6.921)
H (-6.587, -2.186, 4.191)
H (-4.848, -1.293, 2.673)
H (-1.510, -4.170, 3.398)
H (1.023, -4.715, 2.705)
H (2.844, -1.274, 4.573)
H (3.313, 1.357, 4.741)
H (5.114, -2.017, 1.650)
H (6.598, -3.386, 0.252)
H (3.246, -5.704, -1.061)
H (1.753, -4.359, 0.349)
H (-3.838, 0.935, 3.938)
H (-2.663, 3.206, 3.169)
C (2.968, -2.124, -3.312)
O (1.678, -2.668, -2.987)
C (1.144, -2.252, -1.855)
O (1.666, -1.454, -1.089)
N (-0.050, -2.840, -1.620)
N (-0.833, -2.363, -0.571)
H (3.154, -2.404, -4.343)
H (3.729, -2.548, -2.655)
H (2.960, -1.041, -3.205)
H (-0.449, -3.443, -2.322)
H (-0.979, -3.092, 0.125)
H (-1.739, -2.065, -0.922)
C (-2.049, 1.856, -3.289)
C (-2.786, 1.299, -2.256)
C (-2.136, 0.697, -1.182)
C (-0.745, 0.647, -1.124)
C (-0.015, 1.214, -2.168)
C (-0.664, 1.809, -3.243)
H (-2.549, 2.334, -4.121)
H (-3.868, 1.334, -2.276)
H (-2.736, 0.290, -0.375)
H (1.068, 1.207, -2.148)
H (-0.077, 2.242, -4.044)

ΔE to the lowest compared entry with this formula, charge and spin: 0.279 eV
Largest force on an atom: 0.0950 Eh/bohr
HOMO level (alpha / beta): -0.333 / -0.364 Eh
Multiplicity: 2
<S²>: 0.864
LUMO (alpha / beta): -4.753 / -4.665 eV
Energy: -102758.04308 eV
Frontier orbital gap (alpha / beta): 4.320 / 5.253 eV
Total charge: +1

# C16H30N3OSScSi

C16H30N3OSScSi as an isolated structure in a non-equilibrium geometry (the ωB97M-V functional and the def2-TZVPD basis, the OMol25 dataset).

CARTESIAN COORDINATES (ANGSTROEM)
Sc (0.827, 0.858, 0.502)
C (-0.421, 0.251, 4.109)
C (0.856, 0.429, 3.360)
C (1.407, 1.691, 3.192)
C (2.608, 1.855, 2.528)
C (3.275, 0.755, 2.029)
C (2.729, -0.505, 2.173)
C (1.529, -0.666, 2.838)
H (-0.258, 0.100, 5.180)
H (-0.966, -0.614, 3.730)
H (-1.055, 1.128, 3.990)
H (0.873, 2.547, 3.566)
H (3.031, 2.842, 2.408)
H (4.225, 0.878, 1.532)
H (3.245, -1.365, 1.773)
H (1.092, -1.645, 2.938)
C (2.683, -1.046, -1.946)
Si (1.894, 0.625, -1.882)
C (3.132, 1.990, -2.041)
C (0.509, 0.792, -3.097)
H (3.156, -1.223, -2.917)
H (1.945, -1.837, -1.784)
H (3.455, -1.148, -1.176)
H (3.626, 1.964, -3.016)
H (3.906, 1.912, -1.272)
H (2.655, 2.970, -1.934)
H (0.873, 0.706, -4.125)
H (0.013, 1.762, -2.998)
H (-0.245, 0.014, -2.944)
S (-1.583, 5.011, -0.982)
C (-0.739, 3.556, -0.462)
N (-0.183, 2.597, -0.119)
C (-0.202, -2.600, -1.400)
N (-1.552, -2.230, -1.016)
C (-2.417, -3.341, -0.644)
C (-1.724, -0.967, -0.461)
O (-0.766, -0.283, -0.099)
N (-3.034, -0.518, -0.338)
C (-3.247, 0.673, 0.464)
C (-4.014, -0.743, -1.391)
H (-0.244, -3.393, -2.153)
H (0.340, -2.952, -0.517)
H (0.326, -1.739, -1.822)
H (-1.901, -3.953, 0.103)
H (-2.617, -3.944, -1.533)
H (-3.360, -3.013, -0.202)
H (-2.577, 0.679, 1.329)
H (-4.282, 0.690, 0.818)
H (-3.047, 1.558, -0.148)
H (-3.725, -1.541, -2.077)
H (-4.114, 0.175, -1.979)
H (-4.976, -0.984, -0.929)
H (-0.960, 1.243, 0.847)

ΔE to the lowest compared entry with this formula, charge and spin: 0.873 eV
Largest force on an atom: 0.0823 Eh/bohr
HOMO level: -0.205 Eh
LUMO: -0.027 eV
Energy: -63007.88647 eV
Frontier orbital gap: 5.547 eV
Total charge: 0

# C19H23Br2N3O3S3Ta

C19H23Br2N3O3S3Ta as an isolated structure in a non-equilibrium geometry (the ωB97M-V functional and the def2-TZVPD basis, the OMol25 dataset).

CARTESIAN COORDINATES (ANGSTROEM)
Ta (-0.064, 0.206, -0.463)
C (1.662, 3.329, 0.257)
C (0.245, 3.777, 0.552)
S (-0.874, 2.369, 0.790)
C (-2.290, 2.779, -0.271)
C (-1.987, 2.872, -1.755)
S (-1.134, 1.419, -2.470)
C (0.260, 2.143, -3.367)
C (1.185, 2.994, -2.521)
S (1.788, 2.105, -1.053)
H (2.291, 4.183, 0.001)
H (2.122, 2.852, 1.125)
H (0.229, 4.358, 1.474)
H (-0.173, 4.409, -0.230)
H (-3.030, 2.013, -0.053)
H (-2.690, 3.730, 0.088)
H (-2.931, 2.965, -2.294)
H (-1.387, 3.744, -2.007)
H (0.776, 1.284, -3.798)
H (-0.143, 2.723, -4.199)
H (2.062, 3.256, -3.114)
H (0.728, 3.926, -2.194)
Br (-5.111, 0.113, -0.470)
C (-4.013, -1.245, 0.182)
C (-4.590, -2.447, 0.665)
C (-3.802, -3.477, 1.105)
Br (-4.603, -5.030, 1.742)
C (-2.373, -3.381, 1.056)
C (-1.468, -4.393, 1.396)
C (-0.121, -4.167, 1.223)
C (0.317, -2.947, 0.724)
N (-0.489, -1.928, 0.403)
C (-1.830, -2.176, 0.585)
C (-2.658, -1.133, 0.204)
O (-1.918, -0.052, -0.196)
H (-5.667, -2.542, 0.677)
H (-1.830, -5.342, 1.772)
H (0.606, -4.932, 1.455)
H (1.373, -2.820, 0.563)
C (3.306, -1.385, 2.366)
C (2.452, -0.803, 1.299)
N (1.416, -0.048, 1.487)
O (1.076, 0.046, 2.815)
C (2.706, -1.112, -0.163)
C (3.935, -1.679, -0.760)
N (1.645, -0.753, -0.753)
O (1.127, -0.563, -1.974)
H (2.745, -1.550, 3.282)
H (4.117, -0.686, 2.596)
H (3.758, -2.317, 2.029)
H (0.519, 0.831, 2.911)
H (4.817, -1.312, -0.236)
H (3.995, -1.435, -1.819)
H (3.920, -2.769, -0.664)

Largest force on an atom: 0.0287 Eh/bohr
HOMO level: -0.610 Eh
LUMO: -10.537 eV
Energy: -204805.74380 eV
Frontier orbital gap: 6.050 eV
Total charge: +3

# C24H24N2O3

C24H24N2O3 in the gas phase (the ωB97M-V functional and the def2-TZVPD basis, the OMol25 dataset).

CARTESIAN COORDINATES (ANGSTROEM)
C (2.410, -4.064, -0.767)
N (1.904, -2.824, -0.211)
C (1.463, -2.813, 1.061)
O (1.503, -3.793, 1.784)
C (0.875, -1.505, 1.602)
O (0.215, -0.662, 0.692)
C (-0.867, -1.122, 0.023)
C (-1.375, -2.414, 0.132)
C (-2.475, -2.798, -0.614)
C (-3.093, -1.905, -1.472)
C (-2.614, -0.610, -1.560)
C (-1.513, -0.204, -0.821)
C (-1.010, 1.201, -0.910)
O (0.152, 1.506, -1.068)
N (-2.010, 2.124, -0.849)
C (-1.720, 3.527, -0.685)
C (-1.915, 3.973, 0.774)
C (-1.089, 3.110, 1.686)
C (-1.658, 2.028, 2.343)
C (-0.889, 1.208, 3.150)
C (0.463, 1.458, 3.302)
C (1.042, 2.526, 2.639)
C (0.271, 3.346, 1.837)
C (2.008, -1.686, -1.059)
C (1.262, -1.631, -2.229)
C (1.411, -0.558, -3.088)
C (2.302, 0.457, -2.787)
C (3.043, 0.401, -1.620)
C (2.904, -0.670, -0.758)
H (1.825, -4.359, -1.639)
H (2.336, -4.830, 0.003)
H (3.454, -3.942, -1.064)
H (0.215, -1.781, 2.436)
H (1.691, -0.895, 2.002)
H (-0.912, -3.132, 0.790)
H (-2.847, -3.808, -0.524)
H (-3.942, -2.213, -2.062)
H (-3.087, 0.094, -2.231)
H (-2.930, 1.814, -0.577)
H (-2.364, 4.113, -1.349)
H (-0.677, 3.658, -0.981)
H (-2.972, 3.894, 1.038)
H (-1.615, 5.019, 0.861)
H (-2.715, 1.826, 2.231)
H (-1.348, 0.373, 3.660)
H (1.063, 0.823, 3.939)
H (2.099, 2.721, 2.748)
H (0.727, 4.177, 1.320)
H (0.555, -2.416, -2.453)
H (0.820, -0.512, -3.991)
H (2.409, 1.296, -3.456)
H (3.732, 1.196, -1.378)
H (3.485, -0.723, 0.151)

ΔE to the lowest compared entry with this formula, charge and spin: 1.674 eV
Largest force on an atom: 0.0089 Eh/bohr
HOMO level: -0.313 Eh
LUMO: 0.707 eV
Energy: -34401.01904 eV
Frontier orbital gap: 9.227 eV
SMILES: CN(C(=O)COc1ccccc1C(=O)NCCc1ccccc1)c1ccccc1
Total charge: 0

- Which of these has the lowest energy?
  C19H23Br2N3O3S3Ta